Entry 1:
Density functional theory data (ωB97M-V/def2-TZVPD) for a 2-piece molecular cluster, C4H11N3O2 overall at a distorted geometry.

For the orbital gap, the calculation gives 9.5260 eV. The maximum force is 4.43 eV/Å. Its HOMO energy is -8.97 eV.

```
20
Properties=species:S:1:pos:R:3:forces:R:3:mulliken_charge:R:1
O 2.62278 -0.48528 -2.63000 0.500 -1.400 -0.020 -0.5313
O 2.14141 1.55832 -1.80494 1.591 2.172 3.524 -0.5070
N -0.33253 -0.52376 0.02163 0.165 -2.026 1.557 -0.5115
N -2.42026 -0.99126 1.36417 1.699 -0.445 -0.703 -0.4224
N -0.27492 -0.71506 2.38675 -1.344 -0.496 -2.447 -0.4875
C 0.96462 1.04875 -3.70302 2.902 -0.612 -0.617 -0.8301
C -0.85070 -0.49092 3.65540 1.027 0.222 3.463 -0.8368
C -1.03276 -0.87298 1.35322 1.711 1.875 -0.605 0.4780
C 2.01609 0.52280 -2.65065 -1.177 2.358 -0.381 0.6840
H -1.79364 0.12289 3.84547 0.912 -0.556 -0.940 0.2824
H -2.86373 -0.78995 0.49723 -0.390 0.233 -0.343 0.2309
H -0.95422 -1.39863 4.33486 -0.068 0.598 -1.118 0.2568
H 0.98463 2.13537 -3.72059 0.222 -0.007 0.137 0.2960
H 0.01185 0.04634 4.16106 -1.381 -0.187 0.037 0.2699
H 1.45749 0.69917 -4.68128 -1.786 0.107 1.139 0.2556
H -0.17814 -1.34855 -0.62423 -0.684 1.000 1.069 0.2685
H -2.90016 -0.73379 2.20251 -0.061 0.028 0.230 0.1980
H 2.78083 1.71230 -0.95624 -1.841 -1.784 -3.228 0.3672
H 0.65019 -0.29340 0.33347 -1.553 -0.254 -0.255 0.2711
H -0.02884 0.79766 -3.38483 -0.445 -0.826 -0.500 0.2681
```
Forces are in eV/Å.

***

Entry 2:
Density functional theory data (ωB97M-V/def2-TZVPD) for a 2-piece molecular cluster, C4H11N3O2 overall at a distorted geometry.

For the orbital gap, the calculation gives 9.8192 eV. The maximum force is 2.39 eV/Å. Its HOMO energy is -9.10 eV.

```
20
Properties=species:S:1:pos:R:3:forces:R:3:mulliken_charge:R:1
O -0.72620 0.37043 3.73376 -0.045 0.765 -0.378 -0.4767
O -1.33643 -1.10078 2.21631 0.061 0.050 0.322 -0.5570
N 1.04769 -1.47192 -2.59458 -0.202 -0.891 0.085 -0.3797
N -0.08141 0.56524 -2.92280 -0.564 0.888 0.264 -0.6889
N 1.59693 0.32548 -1.31208 -0.168 0.204 0.455 -0.3486
C -1.33306 0.06139 2.57415 -0.080 -2.077 -1.188 0.7833
C 1.22307 -0.04719 0.04191 0.449 -1.147 0.877 -0.8618
C -1.88256 1.08274 1.62374 0.320 0.978 1.865 -1.0374
C 0.72325 -0.17044 -2.28603 1.286 -0.514 -1.189 0.4541
H -0.44830 0.14148 -3.76499 -0.046 -0.284 0.034 0.2316
H 0.40676 -2.10125 -3.04133 -0.142 0.252 -0.115 0.1768
H -2.00401 0.62483 0.66402 0.150 -0.072 -0.419 0.3070
H 2.06905 -0.23060 0.71091 0.363 0.948 -0.098 0.4000
H -2.83298 1.47780 1.97068 -0.181 -0.026 0.098 0.3535
H 1.96179 -1.84712 -2.40457 -0.139 0.299 0.268 0.2252
H 0.49269 0.61001 0.51122 0.067 0.076 -0.065 0.0969
H 1.70713 1.32350 -1.42982 -0.218 -0.001 0.105 0.3046
H -0.25074 -0.45355 3.93816 -0.232 0.126 0.305 0.3344
H 0.84792 -1.07191 0.09337 -0.628 0.154 -0.631 0.3682
H -1.18058 1.91186 1.67793 -0.051 0.269 -0.595 0.3145
```
Forces are in eV/Å.

***

Entry 3:
Density functional theory data (ωB97M-V/def2-TZVPD) for a 2-piece molecular cluster, C4H11N3O2 overall at a distorted geometry.

For the orbital gap, the calculation gives 8.6905 eV. The maximum force is 6.25 eV/Å. Its HOMO energy is -8.18 eV.

```
20
Properties=species:S:1:pos:R:3:forces:R:3:mulliken_charge:R:1
O 0.22746 -1.49573 2.25962 0.608 0.464 2.455 -0.5543
O 0.37830 -2.35148 0.30070 0.555 -1.382 -2.835 -0.4540
N 0.16854 1.64177 -1.69475 0.364 -4.321 4.032 -0.2484
N 1.62613 0.44484 0.01713 0.408 -2.047 -1.848 -0.5142
N 0.09191 1.94518 0.67446 -0.570 0.430 -1.159 -0.6555
C -0.28716 -2.36739 1.24772 -1.399 2.994 5.305 0.8043
C 0.55457 2.65901 -2.51928 0.519 -0.445 -3.462 -0.8204
C 0.65969 1.38475 -0.37252 -2.404 1.176 3.978 0.3333
C -1.67962 -2.80346 1.63210 -1.166 -4.216 -1.501 -1.0263
H 1.46640 2.45325 -3.09345 0.193 -0.251 -0.255 0.2437
H 1.79742 -0.23960 -0.75376 0.122 0.843 1.020 0.2591
H -0.79793 2.51981 0.52842 1.978 -0.970 -0.592 0.2291
H 1.54168 -0.11025 0.93169 -0.510 1.739 -1.814 0.2667
H -1.88947 -3.77978 1.04165 0.258 1.592 0.356 0.2761
H -1.94448 -3.22742 2.62839 1.146 1.057 -0.173 0.3418
H -2.49508 -2.14518 1.35361 0.410 0.559 -0.173 0.2855
H 0.79932 3.58155 -2.09534 -0.775 1.591 0.988 0.3474
H 0.05362 -1.38779 3.28918 -0.351 -1.095 -3.492 0.3224
H -0.30386 2.51690 -3.19150 0.491 2.024 -0.816 0.3074
H 0.03256 0.76103 -2.18408 0.123 0.259 -0.015 0.2563
```
Forces are in eV/Å.

***

Entry 4:
Density functional theory data (ωB97M-V/def2-TZVPD) for a 2-piece molecular cluster, C4H11N3O2 overall at a distorted geometry.

For the orbital gap, the calculation gives 9.8403 eV. The maximum force is 8.05 eV/Å. Its HOMO energy is -9.11 eV.

```
20
Properties=species:S:1:pos:R:3:forces:R:3:mulliken_charge:R:1
O -0.94214 1.35969 2.03073 -0.853 -1.317 -0.127 -0.4879
O 0.57171 1.44308 0.34769 2.908 5.827 4.732 -0.4532
N -1.61501 -2.11948 -0.17841 -2.971 -1.869 0.467 -0.4387
N -1.63916 -0.59706 -1.95739 -0.064 0.570 -2.011 -0.6245
N 0.35331 -1.23379 -0.96206 0.429 -1.405 -0.749 -0.3474
C -1.05537 -1.42395 -1.21632 0.610 1.811 2.219 0.5423
C 1.22923 -0.74545 -2.02735 -1.492 2.416 1.186 -0.9989
C 0.16854 1.66204 1.71267 -2.646 -0.806 -4.025 0.6721
C 0.87829 2.42475 2.68035 -1.403 2.373 1.197 -1.0400
H 2.11540 -0.29375 -1.55679 -0.602 0.597 -0.205 0.2586
H 1.12835 1.73551 3.42917 0.067 -0.653 1.623 0.2746
H 1.73987 2.84771 2.38959 3.238 1.472 -1.373 0.3955
H 0.54929 -0.10646 -2.61347 0.884 0.501 0.214 0.3508
H 0.82348 -2.04693 -0.58072 -0.579 -0.136 0.403 0.2205
H -2.64631 -0.45203 -2.07318 0.658 -0.832 0.642 0.2082
H 0.27829 0.66337 0.05162 -2.377 -5.099 -1.769 0.4101
H -2.70967 -2.24699 -0.21661 3.450 0.185 0.243 0.2420
H 0.19570 3.29973 3.02401 1.073 -1.863 -0.261 0.2420
H 1.63012 -1.40920 -2.69615 0.573 -2.503 -1.547 0.3971
H -1.05391 -2.76079 0.41263 -0.901 0.732 -0.858 0.1768
```
Forces are in eV/Å.

***

Entry 5:
Density functional theory data (ωB97M-V/def2-TZVPD) for a 2-piece molecular cluster, C4H11N3O2 overall at a distorted geometry.

For the orbital gap, the calculation gives 9.0315 eV. The maximum force is 6.59 eV/Å. Its HOMO energy is -8.45 eV.

```
20
Properties=species:S:1:pos:R:3:forces:R:3:mulliken_charge:R:1
O 0.17515 0.22366 4.35195 1.087 -3.759 -0.085 -0.4908
O 1.36814 -1.75758 4.60775 -3.473 0.924 -2.758 -0.5494
N 0.56429 0.38176 -2.84167 2.898 1.330 3.254 -0.2116
N 0.84587 1.48438 -0.67517 1.186 -0.207 -3.342 -0.3973
N -1.39663 1.35849 -1.50991 6.566 -0.531 -0.046 -0.7166
C -0.00074 1.10412 -1.75366 -4.971 -0.105 2.063 0.4935
C -0.62308 -1.66434 3.03499 3.477 -1.446 -1.712 -0.9059
C -0.23944 0.14297 -3.97851 -2.628 1.356 0.312 -0.7610
C 0.41318 -1.23793 3.99927 1.664 2.667 3.836 0.7756
H 1.83974 1.61657 -0.91298 -0.988 -0.227 0.465 0.1677
H -1.63170 -1.58237 3.20108 -2.353 -0.612 1.887 0.3572
H 0.62886 1.42072 0.29334 -0.729 0.000 0.111 0.2175
H -0.65773 -0.90634 2.29287 0.842 0.896 -1.190 0.2033
H 0.78611 0.19721 5.12334 -0.431 0.773 -0.499 0.3180
H 1.65111 0.40529 -2.86765 -2.913 -0.173 -0.212 0.2492
H -2.00575 0.89533 -2.14411 -0.234 -0.426 -0.981 0.2069
H -0.26170 -2.59998 2.54377 -0.820 0.566 0.484 0.2871
H -0.36098 1.10367 -4.48689 -0.577 0.122 -0.184 0.3148
H -1.31233 -0.13544 -3.52737 2.431 -0.086 -1.721 0.1365
H 0.21764 -0.45018 -4.75042 -0.035 -1.061 0.318 0.3053
```
Forces are in eV/Å.

***

Entry 6:
Density functional theory data (ωB97M-V/def2-TZVPD) for a 2-piece molecular cluster, C4H11N3O2 overall at a distorted geometry.

For the orbital gap, the calculation gives 9.3429 eV. The maximum force is 2.68 eV/Å. Its HOMO energy is -8.68 eV.

```
20
Properties=species:S:1:pos:R:3:forces:R:3:mulliken_charge:R:1
O -2.73100 -0.43486 -1.48564 -1.038 2.224 -0.469 -0.4554
O -2.03352 1.30838 -2.81815 -0.406 -0.254 -0.350 -0.5194
N 0.58890 0.32031 0.04460 1.312 -0.378 -0.674 -0.3483
N 0.82278 1.02113 2.18130 -0.679 -0.257 0.625 -0.4905
N 2.57565 -0.27121 1.17944 0.308 0.470 0.886 -0.4783
C -2.17997 0.13793 -2.65133 0.292 -1.596 1.794 0.7089
C 1.19904 0.84297 3.57925 1.463 1.810 -1.338 -0.7761
C -1.74524 -1.07033 -3.36255 1.350 -1.965 -1.159 -1.0151
C 1.36690 0.43615 1.19686 -1.283 -1.082 0.387 0.5066
H -3.37168 0.25482 -1.21160 0.483 -0.419 0.586 0.3293
H 2.70956 -1.09429 0.61373 -0.561 0.173 -0.202 0.2216
H -0.41297 0.37266 0.10788 0.219 0.535 0.222 0.1772
H 1.80012 -0.04655 3.73629 0.451 -0.199 0.273 0.2934
H -1.46268 -1.01710 -4.40928 -0.342 0.377 -0.076 0.3352
H -0.87760 -1.54136 -2.88831 0.612 0.968 0.317 0.2918
H -2.34218 -1.96001 -3.13430 -0.909 0.673 -0.605 0.3225
H 1.03585 0.60715 -0.80803 -0.282 -0.044 -0.273 0.1975
H 1.78918 1.80313 3.80821 -0.745 -1.564 0.447 0.2341
H 2.94557 -0.41531 2.11792 0.026 0.236 -0.477 0.2144
H 0.32331 0.74641 4.20370 -0.270 0.292 0.086 0.2503
```
Forces are in eV/Å.